Molecular formula: C33H28Cl4N5O6Ru
Method: DFT, wB97M-V/def2-TZVPD

```
77
Properties=species:S:1:pos:R:3:lowdin_spin:R:1
Ru -0.730 -0.487 -1.025 0.02
C 1.730 -2.485 2.140 0.12
C 2.277 -3.582 1.416 0.10
C 1.995 -3.722 0.090 0.03
C 1.169 -2.770 -0.544 0.16
N 0.638 -1.678 0.153 0.15
C 0.940 -1.562 1.475 0.02
C 0.763 -2.894 -1.883 0.06
C 1.371 -3.754 -2.818 0.06
C 0.861 -3.845 -4.086 0.02
C -0.268 -3.099 -4.427 0.09
C -0.797 -2.249 -3.497 0.00
N -0.293 -2.118 -2.251 0.11
H 1.952 -2.344 3.188 0.01
H 2.915 -4.301 1.918 0.01
H 2.383 -4.566 -0.468 0.00
H -0.220 0.167 1.606 0.00
H 2.256 -4.313 -2.544 0.00
H 1.339 -4.489 -4.818 0.00
H -0.702 -3.136 -5.420 0.01
H -1.632 -1.606 -3.737 0.00
Cl -3.063 6.509 -0.395 0.00
C -2.578 4.863 -0.125 0.00
C -1.788 4.552 0.977 0.00
C -1.393 3.254 1.186 0.00
Cl -0.390 2.906 2.563 0.00
C -1.743 2.179 0.326 0.00
O -1.289 0.983 0.541 0.00
C -2.593 2.541 -0.762 0.00
C -3.186 1.582 -1.675 0.00
O -3.223 0.396 -1.552 0.00
C -2.973 3.869 -0.980 0.00
H -1.472 5.329 1.664 0.00
H -3.741 2.045 -2.501 0.00
H -3.600 4.105 -1.836 0.00
O -0.017 1.115 -4.977 0.00
C -0.004 1.157 -3.738 0.00
O -0.802 0.464 -2.980 0.00
C 0.956 2.144 -3.069 0.00
C 1.394 2.018 -1.757 0.00
C 2.261 2.940 -1.161 0.00
C 2.655 3.995 -1.940 0.00
O 3.482 5.045 -1.604 0.00
C 3.597 5.860 -2.773 0.00
O 2.782 5.277 -3.789 0.00
C 2.234 4.130 -3.248 0.00
C 1.398 3.225 -3.847 0.00
H 1.079 1.183 -1.186 0.00
H 2.599 2.830 -0.135 0.00
H 4.634 5.878 -3.101 0.00
H 3.242 6.863 -2.551 0.00
H 1.077 3.312 -4.879 0.00
N -1.491 -4.647 2.279 0.00
C -2.556 -3.797 1.619 0.00
C -1.782 -2.907 0.666 0.00
N -2.405 -1.694 0.217 0.01
H -1.860 -5.339 2.902 0.00
H -0.874 -4.024 2.806 0.00
H -0.922 -5.103 1.584 0.00
H -3.027 -3.233 2.416 0.00
H -3.286 -4.451 1.150 0.00
H -1.434 -3.492 -0.189 0.00
H -0.889 -2.600 1.205 0.00
H -2.514 -0.975 0.920 0.00
H -3.185 -1.724 -0.413 0.00
Cl 2.916 0.880 2.840 0.00
C 1.709 0.395 3.971 0.00
C 1.893 0.674 5.314 0.00
C 0.918 0.315 6.233 0.00
C -0.232 -0.331 5.816 0.00
C -0.384 -0.609 4.468 0.00
Cl -1.843 -1.437 3.968 0.00
C 0.560 -0.249 3.501 0.00
N 0.361 -0.488 2.127 -0.01
H 2.795 1.187 5.629 0.00
H 1.054 0.547 7.284 0.00
H -1.005 -0.615 6.519 0.00
```

Results
- energy above the lowest of the compared OMol25 structures with the same formula, charge and spin (eV) = 1.490
- LUMO (spin up / spin down) (Eh) = -0.0409 / -0.0416
- E_tot (Eh) = -3935.15506
- frontier orbital gap (spin up / spin down) (eV) = 3.9127 / 6.0253
- multiplicity = 2
- maximum force (hartree/bohr) = 0.0542

***

Molecular formula: C33H28Cl5F5IN2OPSTaTe
Method: DFT, wB97M-V/def2-TZVPD

```
79
Properties=species:S:1:pos:R:3:lowdin_charge:R:1
Ta -0.253 -0.852 -0.819 1.45
Cl -0.753 -0.210 2.541 0.76
C -2.034 -1.065 1.771 -0.69
C -2.019 -1.188 0.375 -0.44
C -3.133 -1.820 -0.198 -0.68
Cl -3.334 -1.640 -1.938 0.77
C -4.160 -2.398 0.522 -0.71
Cl -5.478 -3.140 -0.256 0.80
C -4.092 -2.320 1.925 -0.67
Cl -5.311 -3.033 2.856 0.82
C -3.049 -1.618 2.547 -0.69
Cl -3.025 -1.452 4.242 0.78
I 2.605 -0.229 -1.919 1.15
C 3.696 1.206 -0.802 -0.53
C 4.991 0.756 -0.702 -0.17
C 6.031 1.589 -0.268 -0.03
C 5.749 2.895 -0.024 0.01
C 4.424 3.385 -0.114 -0.13
C 4.245 4.775 0.093 0.03
C 3.015 5.352 0.028 -0.02
C 1.911 4.512 -0.136 -0.08
C 2.014 3.141 -0.314 -0.21
P 0.335 2.537 -0.169 0.92
C -0.622 3.222 -1.518 -0.36
C -0.304 2.827 -2.831 -0.10
C -0.860 3.496 -3.903 -0.03
C -1.704 4.584 -3.684 -0.01
C -1.978 5.018 -2.395 -0.03
C -1.434 4.347 -1.310 -0.09
C -0.332 3.006 1.413 -0.32
C 0.522 3.337 2.467 -0.05
C 0.003 3.576 3.731 -0.03
C -1.363 3.490 3.953 -0.02
C -2.222 3.156 2.911 -0.04
C -1.707 2.911 1.652 -0.12
C 3.316 2.529 -0.424 -0.15
H 5.238 -0.252 -1.004 0.08
H 7.036 1.201 -0.190 0.13
H 6.534 3.592 0.239 0.14
H 5.124 5.375 0.288 0.14
H 2.879 6.416 0.150 0.13
H 0.930 4.974 -0.078 0.11
H 0.382 2.007 -3.008 0.08
H -0.620 3.191 -4.912 0.13
H -2.139 5.103 -4.529 0.13
H -2.613 5.878 -2.231 0.13
H -1.634 4.706 -0.308 0.12
H 1.590 3.405 2.311 0.12
H 0.670 3.834 4.542 0.13
H -1.765 3.693 4.937 0.13
H -3.290 3.104 3.077 0.13
H -2.411 2.692 0.857 0.08
C 1.032 -6.814 -1.419 -0.06
C 1.827 -5.529 -1.559 -0.19
N 1.246 -4.421 -0.768 0.05
C 1.769 -3.747 0.229 -0.66
S 1.121 -2.182 0.778 0.63
N 2.786 -4.150 0.969 0.03
C 3.314 -5.517 1.166 -0.20
C 3.627 -5.728 2.635 -0.06
H 1.507 -7.600 -2.005 0.10
H 0.016 -6.690 -1.795 0.09
H 0.974 -7.148 -0.383 0.08
H 1.818 -5.188 -2.595 0.13
H 2.867 -5.652 -1.275 0.11
H 0.383 -4.049 -1.133 0.10
H 3.144 -3.463 1.619 0.12
H 4.210 -5.643 0.558 0.13
H 2.561 -6.225 0.828 0.10
H 4.376 -5.016 2.987 0.09
H 4.034 -6.727 2.778 0.10
H 2.731 -5.633 3.249 0.09
F -4.586 0.623 -0.593 -0.41
Te -3.124 1.116 -1.619 1.96
F -3.980 2.746 -1.704 -0.38
F -0.449 -2.491 -1.754 -0.43
F -3.478 0.943 -3.415 -0.40
F -0.659 -0.157 -2.520 -0.49
O 0.201 0.962 -0.215 -0.61
```

Results
- energy above the lowest of the compared OMol25 structures with the same formula, charge and spin (eV) = 0.645
- LUMO (Eh) = -0.3575
- E_tot (Eh) = -5620.90186
- frontier orbital gap (eV) = 6.0990
- total charge = +3
- maximum force (hartree/bohr) = 0.0378

***

Molecular formula: C33H28CsN7O5
Method: DFT, wB97M-V/def2-TZVPD

```
74
Properties=species:S:1:pos:R:3:lowdin_charge:R:1
Cs 0.413 0.567 -1.895 0.93
C -1.185 -1.703 -4.435 -0.05
C 0.195 -2.227 -4.683 -0.33
C 0.686 -2.345 -5.986 -0.04
C 1.987 -2.757 -6.172 -0.06
C 2.771 -3.044 -5.061 -0.04
C 2.206 -2.892 -3.805 -0.23
N 0.946 -2.496 -3.619 0.16
C 2.989 -3.163 -2.564 -0.20
C 3.956 -4.167 -2.527 -0.03
C 4.647 -4.379 -1.348 -0.08
C 4.350 -3.598 -0.245 -0.03
C 3.363 -2.621 -0.366 -0.21
N 2.709 -2.409 -1.504 0.19
C 2.970 -1.783 0.807 -0.23
C 3.906 -1.393 1.754 -0.04
C 3.466 -0.634 2.832 -0.08
C 2.131 -0.307 2.922 -0.02
C 1.250 -0.733 1.919 -0.30
C -0.187 -0.331 1.934 -0.03
N 1.679 -1.458 0.885 0.17
H -1.858 -1.968 -5.251 0.08
H -1.102 -0.613 -4.433 0.05
H -1.581 -2.058 -3.486 0.04
H 0.065 -2.050 -6.818 0.10
H 2.405 -2.821 -7.169 0.10
H 3.808 -3.333 -5.170 0.10
H 4.136 -4.781 -3.400 0.10
H 5.393 -5.162 -1.282 0.10
H 4.843 -3.761 0.704 0.10
H 4.951 -1.649 1.638 0.10
H 4.168 -0.293 3.584 0.10
H 1.753 0.297 3.737 0.11
H -0.597 -0.282 2.943 0.09
H -0.788 -0.998 1.319 0.05
H -0.236 0.672 1.497 0.06
C -5.522 -1.866 4.096 -0.14
O -5.125 -1.470 2.818 -0.10
C -4.466 -0.257 2.725 -0.21
C -4.279 0.590 3.790 -0.08
C -3.599 1.805 3.610 -0.14
C -3.113 2.134 2.363 -0.07
C -3.286 1.288 1.256 -0.13
C -2.805 1.589 -0.103 -0.15
N -1.982 2.464 -0.554 -0.02
N -1.474 3.410 0.330 0.01
C -0.213 3.284 0.623 -0.55
O 0.584 2.339 0.313 -0.30
C 0.337 4.399 1.480 -0.13
C -0.420 5.515 1.833 -0.04
C 0.122 6.516 2.625 -0.11
C 1.434 6.420 3.080 -0.14
C 2.194 5.311 2.733 -0.11
C 1.648 4.310 1.939 -0.04
C -3.995 0.051 1.398 -0.34
O -4.212 -0.767 0.441 -0.14
H -5.970 -2.855 3.992 0.08
H -6.266 -1.185 4.531 0.08
H -4.673 -1.930 4.789 0.09
H -4.646 0.330 4.776 0.08
H -3.449 2.471 4.452 0.07
H -2.580 3.061 2.217 0.08
H -3.222 0.941 -0.867 0.08
H -1.437 5.572 1.469 0.10
H -0.480 7.378 2.891 0.09
H 1.857 7.203 3.699 0.08
H 3.218 5.227 3.081 0.09
H 2.217 3.435 1.651 0.10
O 0.404 0.556 -6.816 -0.21
N 1.210 1.090 -6.035 -0.33
O 0.982 0.920 -4.813 -0.35
N -3.065 -2.446 -1.267 0.02
C -2.481 -1.561 -0.710 -0.01
H -4.053 -2.597 -1.090 0.05
```

Results
- energy above the lowest of the compared OMol25 structures with the same formula, charge and spin (eV) = 1.379
- LUMO (Eh) = 0.1375
- E_tot (Eh) = -2053.90983
- frontier orbital gap (eV) = 5.1447
- total charge = -2
- maximum force (hartree/bohr) = 0.0095

***

Molecular formula: C33H28F2N4O7PS2Y
Method: DFT, wB97M-V/def2-TZVPD

```
78
Properties=species:S:1:pos:R:3:lowdin_charge:R:1
Y 0.505 -0.015 0.751 1.49
O -5.039 -3.285 1.957 0.07
C -4.145 -2.473 1.804 -0.29
C -3.114 -2.085 2.822 -0.30
O -3.181 -2.275 4.029 0.05
C -2.038 -1.442 2.061 -0.31
C -2.473 -1.222 0.719 -0.30
O -1.692 -0.702 -0.146 -0.23
C -3.831 -1.725 0.546 -0.30
O -4.577 -1.600 -0.423 0.04
O -0.881 -1.122 2.469 -0.10
C 1.088 -4.263 -0.916 -0.11
C 1.946 -4.120 -1.998 -0.12
C 2.329 -2.854 -2.394 -0.06
C 1.882 -1.721 -1.701 -0.21
C 1.036 -1.835 -0.575 -0.18
C 0.646 -3.139 -0.236 -0.11
C 2.293 -0.369 -2.125 -0.21
C 3.231 -0.166 -3.179 0.00
C 3.575 1.089 -3.568 -0.01
C 3.021 2.205 -2.903 -0.16
C 3.333 3.539 -3.234 -0.05
C 2.778 4.576 -2.536 -0.10
C 1.898 4.309 -1.471 -0.07
C 1.574 3.026 -1.134 -0.03
C 2.115 1.932 -1.849 -0.21
N 1.753 0.670 -1.504 0.10
H 0.768 -5.253 -0.607 0.09
H 2.310 -4.992 -2.529 0.08
H 2.974 -2.770 -3.261 0.08
H -0.035 -3.285 0.600 0.09
H 3.677 -1.014 -3.675 0.09
H 4.277 1.250 -4.380 0.11
H 4.029 3.723 -4.046 0.10
H 3.016 5.601 -2.793 0.09
H 1.470 5.132 -0.913 0.10
H 0.901 2.813 -0.316 0.07
C -1.383 2.830 -2.750 -0.30
P -1.544 1.309 -1.642 0.83
C -3.381 1.405 -1.457 -0.27
C -1.455 0.083 -3.021 -0.27
H -2.046 2.782 -3.619 0.02
H -0.352 2.922 -3.098 0.01
H -1.619 3.732 -2.178 0.02
H -3.823 1.964 -2.284 0.03
H -3.639 1.895 -0.516 0.03
H -3.791 0.398 -1.430 0.02
H -2.115 0.382 -3.839 0.03
H -1.756 -0.888 -2.636 0.03
H -0.429 0.019 -3.388 0.02
N -3.082 0.750 8.108 0.08
C -1.980 0.962 7.273 -0.33
C -1.110 2.027 7.513 -0.05
C -0.002 2.216 6.704 -0.08
C 0.244 1.337 5.666 -0.30
C -0.607 0.268 5.420 -0.03
C -1.715 0.081 6.223 -0.01
S 1.640 1.577 4.582 0.56
O 2.156 2.912 4.813 -0.36
O 2.551 0.488 4.806 -0.31
N 0.975 1.404 3.126 -0.16
C 0.169 2.344 2.654 -0.70
S -0.223 3.892 3.427 1.03
C -1.293 4.255 2.102 -0.42
C -1.262 3.261 1.196 -0.29
N -0.448 2.198 1.490 -0.09
H -3.441 1.580 8.551 0.07
H -3.810 0.194 7.687 0.08
H -1.316 2.711 8.329 0.10
H 0.672 3.049 6.851 0.11
H -0.418 -0.393 4.581 0.10
H -2.388 -0.744 6.023 0.10
H -1.856 5.171 2.078 0.04
H -1.821 3.239 0.272 0.06
F 3.618 -0.913 0.711 -0.14
C 2.748 -0.062 1.457 -0.37
F 3.185 1.242 1.040 -0.14
H 3.121 -0.148 2.484 0.05
```

Results
- energy above the lowest of the compared OMol25 structures with the same formula, charge and spin (eV) = 0.351
- LUMO (Eh) = 0.1484
- E_tot (Eh) = -3396.01577
- frontier orbital gap (eV) = 6.0648
- total charge = -2
- maximum force (hartree/bohr) = 0.0471

***

Molecular formula: C33H28GeN2PdS3
Method: DFT, wB97M-V/def2-TZVPD

```
68
Properties=species:S:1:pos:R:3:lowdin_spin:R:1
Pd 0.415 -1.057 -0.041 0.38
S 5.100 -0.404 -0.507 0.00
C 4.869 0.040 1.157 0.00
C 5.824 0.320 2.121 0.00
C 5.388 0.649 3.389 0.00
C 4.028 0.721 3.685 0.00
C 3.073 0.437 2.734 0.00
C 3.492 0.070 1.457 0.01
N 2.690 -0.282 0.410 0.06
C 3.370 -0.546 -0.674 0.01
C 2.763 -1.009 -1.900 0.04
C 3.522 -1.186 -3.061 0.01
C 2.941 -1.719 -4.191 -0.01
C 1.612 -2.114 -4.170 0.01
C 0.840 -1.929 -3.030 0.04
C 1.400 -1.341 -1.911 0.30
H 6.875 0.280 1.887 0.00
H 6.112 0.855 4.161 0.00
H 3.726 1.006 4.679 0.00
H 2.016 0.495 2.944 0.00
H 4.567 -0.909 -3.052 0.00
H 3.532 -1.844 -5.085 0.00
H 1.175 -2.571 -5.042 0.00
H -0.188 -2.271 -3.034 0.00
S 0.338 -3.287 0.548 -0.02
C -0.320 -2.167 1.681 0.06
N 0.459 -1.625 2.695 0.08
C -0.210 -1.532 3.981 0.01
C -1.681 -1.297 3.676 0.00
S -2.014 -2.268 2.160 0.04
H 1.427 -1.936 2.721 0.00
H 0.214 -0.711 4.562 0.00
H -0.079 -2.463 4.548 0.00
H -1.908 -0.257 3.440 0.00
H -2.340 -1.656 4.461 0.00
C -0.223 2.345 1.857 -0.01
Ge -0.594 1.084 0.348 -0.04
C -0.494 2.186 -1.328 0.00
C -1.357 3.266 -1.437 0.00
C -1.370 4.030 -2.592 0.00
C -0.517 3.726 -3.640 0.00
C 0.359 2.660 -3.525 0.00
C 0.364 1.891 -2.373 0.00
C -2.519 0.541 0.499 -0.01
C -3.313 1.046 1.505 -0.01
C -4.657 0.676 1.629 0.00
C -5.207 -0.226 0.756 0.00
C -4.428 -0.795 -0.271 0.00
C -4.967 -1.751 -1.157 0.00
C -4.211 -2.284 -2.166 0.00
C -2.882 -1.877 -2.328 0.00
C -2.320 -0.966 -1.469 0.01
C -3.067 -0.402 -0.412 0.00
H -0.820 3.242 1.711 0.00
H 0.824 2.634 1.838 0.00
H -0.450 1.925 2.834 0.00
H -2.025 3.506 -0.621 0.00
H -2.052 4.863 -2.670 0.00
H -0.539 4.316 -4.544 0.00
H 1.036 2.419 -4.332 0.00
H 1.045 1.050 -2.285 0.00
H -2.903 1.764 2.202 0.00
H -5.255 1.107 2.418 0.00
H -6.246 -0.516 0.837 0.00
H -5.995 -2.055 -1.023 0.00
H -4.633 -3.006 -2.849 0.00
H -2.311 -2.277 -3.153 0.00
H -1.300 -0.610 -1.659 0.01
```

Results
- LUMO (spin up / spin down) (Eh) = -0.1980 / -0.1855
- E_tot (Eh) = -4782.93016
- frontier orbital gap (spin up / spin down) (eV) = 5.2848 / 5.6982
- total charge = +1
- multiplicity = 2
- maximum force (hartree/bohr) = 0.0606

***

Molecular formula: C33H28IN3O4S2W
Method: DFT, wB97M-V/def2-TZVPD

```
72
Properties=species:S:1:pos:R:3:lowdin_charge:R:1
W -0.767 0.851 1.435 1.50
I -9.208 -1.362 2.117 1.00
C -7.216 -0.856 1.884 -0.71
C -6.375 -0.845 2.997 -0.12
C -5.048 -0.507 2.843 0.02
C -4.559 -0.182 1.571 -0.14
C -5.409 -0.192 0.457 0.01
C -6.734 -0.529 0.614 -0.12
C -3.183 0.171 1.404 -0.48
O -2.618 0.485 0.311 -0.07
O -2.346 0.208 2.434 -0.15
H -6.763 -1.099 3.973 0.11
H -4.385 -0.492 3.698 0.13
H -5.020 0.069 -0.519 0.13
H -7.400 -0.538 -0.237 0.11
N 1.140 -5.064 -2.068 0.13
C 0.495 -4.998 -0.894 -0.87
S -0.125 -6.241 -0.045 0.79
C 0.261 -3.621 -0.375 -0.21
C 0.732 -3.245 0.878 0.02
C 0.476 -1.981 1.341 -0.09
N -0.248 -1.076 0.633 -0.10
C -0.728 -1.455 -0.576 -0.09
C -0.482 -2.695 -1.108 0.04
H 1.328 -5.974 -2.463 0.12
H 1.636 -4.268 -2.434 0.09
H 1.293 -3.940 1.486 0.14
H 0.848 -1.655 2.298 0.08
H -1.316 -0.728 -1.115 0.12
H -0.886 -2.947 -2.079 0.14
S 0.613 0.789 3.234 0.76
C 2.265 1.359 2.893 -0.62
C 3.327 0.574 3.326 -0.11
C 4.626 0.975 3.043 -0.06
C 4.857 2.160 2.356 -0.05
C 3.791 2.959 1.964 -0.05
C 2.489 2.563 2.231 -0.13
H 3.143 -0.338 3.880 0.11
H 5.458 0.367 3.372 0.12
H 5.871 2.473 2.148 0.12
H 3.974 3.901 1.464 0.12
H 1.657 3.204 1.959 0.11
C 1.422 -1.157 -4.793 -0.03
O 1.205 -0.554 -3.512 -0.09
C 2.062 -0.867 -2.510 -0.24
C 3.058 -1.830 -2.571 -0.01
C 3.873 -2.046 -1.463 -0.05
C 3.712 -1.299 -0.307 -0.06
C 2.728 -0.322 -0.247 -0.01
C 1.897 -0.117 -1.335 -0.16
N 0.913 0.899 -1.398 0.12
C 0.267 1.563 -0.438 -0.19
C -0.319 2.856 -0.803 -0.14
C -0.152 3.549 -2.003 0.01
C -0.790 4.763 -2.169 -0.04
C -1.576 5.297 -1.146 -0.02
C -1.737 4.636 0.061 0.04
C -1.106 3.418 0.198 -0.28
O -1.166 2.668 1.334 -0.21
H 1.271 -2.236 -4.740 0.10
H 2.425 -0.936 -5.157 0.11
H 0.683 -0.720 -5.457 0.10
H 3.227 -2.388 -3.481 0.12
H 4.656 -2.790 -1.521 0.12
H 4.367 -1.450 0.540 0.12
H 2.643 0.292 0.641 0.09
H 0.695 1.168 -2.351 0.15
H 0.852 1.540 0.610 0.09
H 0.489 3.174 -2.792 0.12
H -0.666 5.314 -3.090 0.12
H -2.061 6.253 -1.295 0.13
H -2.333 5.043 0.866 0.14
```

Results
- energy above the lowest of the compared OMol25 structures with the same formula, charge and spin (eV) = 0.000
- LUMO (spin up / spin down) (Eh) = -0.2765 / -0.2765
- E_tot (Eh) = -2900.25438
- frontier orbital gap (spin up / spin down) (eV) = 5.7161 / 5.7172
- total charge = +2
- maximum force (hartree/bohr) = 0.0032